Computed, not measured: a cluster of 2 separate species, C21H35BrFN3O6 in total, with ωB97M-V with the def2-TZVPD basis set.

Output
* LUMO level: -2.71 eV
* energy: -111852.3166 eV
* orbital gap: 3.35 eV
* M: 524.4 g/mol

The geometry in XYZ format:
```
67
Properties=species:S:1:pos:R:3:mulliken_charge:R:1
C 4.00518 5.06643 -1.14821 -1.1334
C 3.22484 4.75838 -2.42838 -0.1907
O 1.83065 4.97359 -2.26187 -0.3963
C 1.04930 3.82428 -2.32558 -1.0544
C 0.74863 3.27651 -0.91027 -0.1035
C -0.25106 2.17880 -0.97036 0.4722
N -0.46134 1.65434 -2.14299 -0.9762
N -1.33312 0.67969 -2.18510 0.3897
C -2.05394 0.17415 -1.22149 0.0022
C -2.98751 -0.95013 -1.52760 -0.6642
C -2.36241 -2.06877 -2.34152 0.3951
O -2.58493 -3.24137 -2.11627 -0.4372
F -1.53725 -1.69924 -3.35352 -0.2614
C -1.88996 0.71315 0.05562 0.4934
C -2.67748 0.21646 1.22421 -1.8942
C -1.83078 -0.77860 2.08433 -0.2580
C -2.57339 -2.09901 2.34257 -1.1217
C -1.99458 -3.18072 1.42847 -0.4170
C -0.52553 -3.46995 1.75574 -0.2692
C -0.07566 -4.86174 1.29237 -1.0921
C 1.12322 -4.76745 0.37037 -0.6777
O 0.94452 -3.65862 -0.50293 -0.2811
C 1.75771 -3.83029 -1.65984 -0.9067
C -0.96068 1.70164 0.15806 1.2797
C -0.69630 2.29462 1.51675 -0.4519
Br 1.15119 2.02472 2.08028 0.0127
C -1.16406 3.75214 1.67058 -0.5588
C -1.92041 3.87118 3.00511 -1.4777
H 3.43181 5.69952 -0.48208 0.2809
H 4.92000 5.59532 -1.39647 0.3739
H 4.32303 4.15454 -0.65312 0.2881
H 3.46932 3.75523 -2.77165 0.2428
H 3.57867 5.43793 -3.19892 0.3973
H 0.08714 4.06159 -2.78015 0.3499
H 1.47186 3.04041 -2.94730 0.4238
H 0.39090 4.11262 -0.32409 0.1315
H 1.69083 2.90083 -0.52984 0.3142
H -1.45343 0.25874 -3.10252 0.2577
H -3.31944 -1.40931 -0.61505 0.0912
H -3.88052 -0.59364 -2.04129 0.4861
H -3.60756 -0.20414 0.86876 0.9120
H -2.97788 1.04596 1.85416 0.3987
H -0.90263 -0.93574 1.54631 0.3695
H -1.58723 -0.26823 3.01141 0.5207
H -3.63651 -2.02096 2.11711 0.4246
H -2.49674 -2.35970 3.39341 0.4763
H -2.62390 -4.06648 1.45556 0.5505
H -2.03020 -2.80110 0.40829 -0.2389
H 0.06156 -2.70103 1.26806 0.2616
H -0.37962 -3.31111 2.82285 0.6058
H -0.91897 -5.35751 0.82191 0.3544
H 0.19267 -5.43642 2.17376 0.2683
H 2.03328 -4.66845 0.96271 0.3592
H 1.19451 -5.67785 -0.22419 0.5633
H 2.70864 -4.29079 -1.40591 0.4190
H 1.96365 -2.86721 -2.11359 0.2128
H 1.24395 -4.44421 -2.40702 0.2999
H -1.25963 1.71183 2.22306 0.2312
H -0.31033 4.41353 1.75275 0.4229
H -1.86468 4.05221 0.89788 0.4008
H -2.14382 4.90020 3.25458 0.4409
H -2.85909 3.32546 2.91670 0.3560
H -1.37838 3.37776 3.80474 0.3211
N 5.23792 -3.74649 -0.61205 0.9513
O 5.93994 -2.77512 -0.27830 -0.6599
O 4.98324 -3.95689 -1.81974 -0.6523
O 4.75276 -4.50546 0.26074 -0.6287
```

Computed, not measured: a structure of composition C21H35Cl4CuO13, with ωB97M-V with the def2-TZVPD basis set.

Output
* LUMO level (alpha / beta): -8.30 / -8.29 eV
* relative energy (zero: lowest compared OMol25 entry of this formula, charge and spin): 440.26 kJ/mol
* net charge: +1
* energy: -143677.9378 eV
* orbital gap (alpha / beta): 3.21 / 3.21 eV
* <S²>: 0.7544
* M: 700.9 g/mol
* 2S+1: 2

The geometry in XYZ format:
```
74
Properties=species:S:1:pos:R:3:lowdin_spin:R:1
Cu -6.29010 0.52780 4.18382 -0.0009
C -2.54540 -0.36561 0.27716 0.0944
O -2.96535 0.30499 1.45206 0.8296
H -2.32513 -1.42178 0.43235 0.0535
H -3.27747 -0.41549 -0.52888 0.0033
H -1.52176 -0.12914 -0.01323 0.0201
C -2.10705 -7.09247 6.81185 0.0000
C -0.87834 -6.46865 6.19100 0.0000
C -0.81827 -4.90120 5.93876 0.0000
O 0.37646 -4.49811 6.67299 0.0000
C 0.86616 -5.54355 7.40213 0.0000
O 1.78752 -5.44561 8.19055 0.0000
O 0.20783 -6.69773 7.14161 0.0000
H -3.03763 -6.80628 6.32172 0.0000
H -2.28977 -6.69055 7.80843 0.0000
H -2.06392 -8.18123 6.78307 0.0000
H -0.65525 -6.96537 5.24675 0.0000
H -1.73866 -4.33754 6.09133 0.0000
H -0.62130 -4.59627 4.91099 0.0000
C -0.07151 5.39563 5.47608 0.0000
C 0.77745 5.04185 4.25589 0.0000
C 0.34795 5.71328 2.95300 0.0000
O 1.43916 6.55254 2.56583 0.0000
C 2.36364 6.54153 3.51473 0.0000
O 3.41570 7.16865 3.39034 0.0000
O 2.12017 5.57237 4.44153 0.0000
H -0.20893 6.47027 5.59597 0.0000
H 0.35618 4.97056 6.38410 0.0000
H -1.03827 4.92597 5.29466 0.0000
H 0.90646 3.95996 4.22478 0.0000
H -0.51476 6.37808 2.99657 0.0000
H 0.20781 4.91033 2.22930 0.0000
C -0.91985 3.21115 -5.49474 0.0000
C -0.58962 4.60512 -6.12429 0.0000
C -0.86195 5.80490 -5.29789 0.0000
O 0.41324 6.58064 -5.29262 0.0000
C 1.32280 5.82388 -5.95898 0.0000
O 2.48246 6.14686 -6.15076 0.0000
O 0.80440 4.68312 -6.36877 0.0000
H -0.73689 2.41014 -6.21097 0.0000
H -1.99379 3.05515 -5.39276 0.0000
H -0.45559 2.97264 -4.53783 0.0000
H -1.07452 4.82548 -7.07531 0.0000
H -1.11404 5.59941 -4.25753 0.0000
H -1.68498 6.43661 -5.63205 0.0000
C 5.80947 0.34260 -2.36981 0.0000
C 5.25500 1.44102 -1.48637 0.0000
C 5.52696 1.31042 0.01789 0.0000
O 6.24172 2.50360 0.27800 0.0000
C 6.45219 3.19314 -0.80468 0.0000
O 7.15880 4.18491 -0.87992 0.0000
O 5.98075 2.59640 -1.86688 0.0000
H 5.28221 -0.60908 -2.30330 0.0000
H 6.82513 0.02565 -2.13305 0.0000
H 5.91314 0.58921 -3.42647 0.0000
H 4.17134 1.43925 -1.60385 0.0000
H 6.13169 0.44032 0.27346 0.0000
H 4.60843 1.36340 0.60235 0.0000
Cl -6.83412 -7.66999 -0.87274 0.0000
C -7.22254 -6.00203 -0.31504 0.0000
C -6.93160 -4.95402 -1.43833 0.0000
Cl -8.17161 -5.08869 -2.69593 0.0000
H -6.48104 -5.86807 0.47257 0.0000
H -8.23221 -5.96699 0.09415 0.0000
H -5.95745 -5.04459 -1.91887 0.0000
H -6.90351 -3.92643 -1.07588 0.0000
Cl 1.35089 -2.70523 -7.63631 0.0000
C 1.09500 -4.08826 -6.54493 0.0000
C 0.33507 -3.54911 -5.31608 0.0000
Cl 0.25405 -4.71933 -3.94611 0.0000
H 2.11670 -4.42375 -6.36688 0.0000
H 0.53947 -4.86052 -7.07699 0.0000
H -0.70078 -3.40279 -5.62221 0.0000
H 0.59156 -2.58337 -4.88059 0.0000
```

Computed, not measured: a structure of composition C21H35FIrP2, with ωB97M-V with the def2-TZVPD basis set.

Output
* LUMO level (alpha / beta): -6.78 / -10.25 eV
* relative energy (zero: lowest compared OMol25 entry of this formula, charge and spin): 468.93 kJ/mol
* net charge: +2
* energy: -46449.9798 eV
* orbital gap (alpha / beta): 6.70 / 4.31 eV
* <S²>: 8.7759
* M: 560.7 g/mol
* 2S+1: 6

The geometry in XYZ format:
```
60
Properties=species:S:1:pos:R:3:lowdin_spin:R:1
P -0.71362 4.26853 -1.97871 0.1667
P -2.04507 0.96797 -2.76994 0.1153
C -1.30431 3.65304 -3.54073 0.6230
C -2.35943 2.65246 -3.49303 0.1035
H 1.18408 3.63643 -4.27624 0.0386
H -1.28745 4.29059 -4.45679 0.0264
H -3.18341 2.96309 -2.81910 0.0312
H -2.63241 2.40513 -4.53580 -0.0002
C -2.17358 0.03474 -4.30750 0.0314
H -2.27303 -1.05043 -4.21798 0.0022
H -1.41665 0.27182 -5.06309 0.0023
H -3.14494 0.44264 -4.62288 0.0026
C -3.95913 0.82811 -2.30995 0.0729
H -4.93960 0.99663 -2.79430 0.0238
H -4.01487 1.47807 -1.43444 0.0226
H -4.02812 -0.23815 -2.06851 0.0044
C -0.10627 5.91576 -2.82879 0.0077
H 0.16792 6.58565 -2.01077 0.0007
H -0.82329 6.42413 -3.49449 -0.0006
H 0.81618 5.72842 -3.37714 0.0047
C -2.19923 5.19514 -1.21272 0.0884
H -3.08170 4.60224 -1.48903 0.0022
H -2.27345 6.24143 -1.57663 0.0047
H -1.98802 5.16841 -0.13104 0.0025
Ir -2.07603 0.50373 -0.77854 1.2296
C 1.33104 1.68020 -4.79372 0.6031
C 1.65608 3.08421 -5.09151 0.1144
C 3.14569 3.45816 -5.21994 0.0757
C 3.87552 3.47070 -3.91124 0.0594
C 3.14056 4.20638 -2.85796 0.3354
C 2.11632 3.59760 -2.26080 0.3267
C 1.68725 2.06861 -2.34370 0.0510
C 1.79632 1.09171 -3.60140 0.1366
C -3.13206 1.38278 0.79326 0.2733
H 0.81383 1.12256 -5.60898 0.0292
H 1.23526 3.33456 -6.06592 -0.0001
H 3.29948 4.43372 -5.70533 0.0060
H 3.64459 2.67271 -5.78988 0.0021
H 4.02910 2.42843 -3.57051 0.0222
H 4.84681 3.98230 -4.06255 0.0002
H 3.46388 5.16596 -2.47101 0.0099
H 1.62332 3.99553 -1.36757 0.0021
H 0.64672 1.90392 -1.96773 0.0111
H 2.33900 1.63631 -1.57699 0.0161
H 2.72035 0.51533 -3.47538 0.0419
H 1.07845 0.24803 -3.51077 0.0158
H -4.05727 0.83896 1.03668 0.0140
H -3.37295 2.40572 0.45311 0.0353
H -2.47496 1.20927 1.65643 0.0334
F -1.32948 -4.74018 0.96901 0.0079
C -1.42494 -3.56014 0.27736 0.0271
C -2.68760 -3.07922 -0.01419 0.0007
C -2.78308 -1.95994 -0.83257 0.0379
C -1.57798 -1.36231 -1.14012 0.0400
C -0.28244 -1.81923 -0.89726 0.0392
C -0.22808 -2.95764 -0.07150 0.0226
H -3.56037 -3.58433 0.36456 -0.0004
H -3.80250 -1.56884 -1.10156 0.0001
H 0.56501 -1.23454 -1.24230 0.0032
H 0.68631 -3.45528 0.23574 0.0004
```

Which of these has the lowest energy?
C21H35Cl4CuO13

Among the records above, which one has the lowest M?
C21H35BrFN3O6

What is the formula in the first record?
C21H35BrFN3O6

Number 3 is which compound?
C21H35FIrP2